No. 1
DFT (ωB97M-V/def2-TZVPD) results for a molecular structure, C27H25FN5O2Pd.

As for the gap between HOMO and LUMO (spin up / spin down): 5.398 / 4.460 eV. Its total charge is +3. As for the spin multiplicity: 5. For the LUMO energy (spin up / spin down), the calculation gives -10.2 / -13.4 eV. As for the expectation value of S²: 6.08.

Each line ends with the natural charge from an NBO analysis.
Positions of all 61 atoms, in Å:
Pd -0.666 -0.211 -0.863  1.2353
O 6.046 -0.687 1.450  -0.7147
C 5.895 -0.402 0.086  -0.1048
C 4.421 -0.307 -0.176  -0.0019
C 3.903 -0.149 -1.453  -0.0586
C 2.491 -0.063 -1.646  0.1385
N 1.633 -0.123 -0.663  -0.4587
C 2.115 -0.271 0.605  0.1815
C 3.512 -0.373 0.867  -0.0331
C 1.141 -0.322 1.648  0.2486
C 1.512 -0.414 3.007  -0.0936
C 0.538 -0.449 4.002  0.0370
C 0.954 -0.550 5.441  -0.1039
O 2.176 -1.246 5.430  -0.7182
C -0.782 -0.407 3.595  -0.1125
C -1.095 -0.317 2.218  0.1141
N -0.177 -0.273 1.280  -0.4862
H 6.978 -0.811 1.673  0.5180
H 6.329 -1.168 -0.566  0.2229
H 6.352 0.554 -0.199  0.2229
H 4.558 -0.099 -2.316  0.2688
H 2.086 0.053 -2.645  0.2369
H 3.899 -0.513 1.866  0.2708
H 2.548 -0.481 3.303  0.2752
H 0.171 -1.040 6.025  0.2141
H 1.065 0.469 5.831  0.2192
H 2.483 -1.411 6.332  0.5153
H -1.586 -0.451 4.321  0.2685
H -2.126 -0.296 1.886  0.2416
N -0.390 4.706 -5.096  -0.1575
C -0.372 4.350 -4.005  0.2030
C -0.354 3.876 -2.648  -0.1490
C -0.283 4.749 -1.567  -0.0634
C -0.267 4.218 -0.286  -0.2215
C -0.322 2.847 -0.128  0.0498
N -0.388 2.006 -1.171  -0.4914
C -0.409 2.511 -2.405  0.0672
H -0.244 5.818 -1.732  0.2712
H -0.217 4.861 0.581  0.2634
H -0.320 2.405 0.859  0.2012
H -0.478 1.817 -3.234  0.2245
F -5.507 -2.906 -1.917  -0.2705
C -4.198 -2.772 -1.811  0.4596
C -3.468 -2.399 -2.945  -0.2482
C -2.116 -2.230 -2.835  -0.1730
C -1.447 -2.434 -1.584  -0.1336
C -0.036 -2.402 -1.495  -0.5179
C -2.242 -2.839 -0.462  -0.1799
C -3.597 -3.010 -0.576  -0.2621
H -3.983 -2.284 -3.891  0.2709
H -1.532 -1.986 -3.715  0.2385
H 0.549 -2.391 -2.406  0.2322
H 0.439 -2.841 -0.626  0.2253
H -1.745 -3.068 0.473  0.2263
H -4.204 -3.355 0.250  0.2641
C -5.355 0.843 -1.021  -0.7504
C -3.928 0.570 -0.931  0.5144
N -2.802 0.365 -0.880  -0.5224
H -5.698 0.676 -2.042  0.2978
H -5.557 1.877 -0.745  0.2965
H -5.902 0.180 -0.350  0.2922

---

No. 2
DFT (ωB97M-V/def2-TZVPD) results for a molecular structure, C27H25GeN4ReS.

As for the gap between HOMO and LUMO (spin up / spin down): 6.862 / 6.588 eV. Its total charge is +1. As for the spin multiplicity: 2. For the LUMO energy (spin up / spin down), the calculation gives -4.1 / -4.2 eV. The energy above the lowest of the compared OMol25 structures with the same formula, charge and spin is 0.232 eV. As for the expectation value of S²: 0.76.

Each line ends with the natural charge from an NBO analysis.
Positions of all 59 atoms, in Å:
Re 0.228 -1.600 -0.190  0.5597
C 0.069 -3.877 -3.968  -0.6886
C -0.162 -3.057 -2.749  0.2931
N 0.675 -2.957 -1.769  -0.3055
N 1.851 -3.651 -1.864  -0.4162
C 2.684 -3.359 -0.901  0.3117
N 3.866 -3.985 -0.884  -0.7561
S 2.412 -2.201 0.395  -0.0489
C -1.417 -2.310 -2.569  0.1608
C -2.463 -2.375 -3.471  -0.2104
C -3.634 -1.683 -3.202  -0.1177
C -3.729 -0.951 -2.032  -0.2206
C -2.647 -0.924 -1.173  0.1104
N -1.508 -1.575 -1.434  -0.4701
H 1.092 -4.233 -3.997  0.2758
H -0.141 -3.288 -4.862  0.2416
H -0.602 -4.740 -3.970  0.2522
H 4.069 -4.667 -1.595  0.4184
H 4.543 -3.797 -0.169  0.4182
H -2.365 -2.969 -4.368  0.2438
H -4.463 -1.724 -3.895  0.2423
H -4.623 -0.404 -1.775  0.2480
H -2.672 -0.364 -0.252  0.2336
C -0.501 -1.486 1.392  -0.2980
Ge 0.194 0.737 1.139  1.4315
C 2.079 1.201 1.263  -0.3735
C 2.827 0.678 2.317  -0.2423
C 4.177 0.967 2.441  -0.1913
C 4.796 1.792 1.511  -0.1999
C 4.059 2.329 0.466  -0.2046
C 2.708 2.034 0.342  -0.2292
C -0.771 1.657 -0.295  -0.4864
C -0.316 1.566 -1.613  -0.2223
C -1.054 2.093 -2.663  -0.2049
C -2.269 2.718 -2.412  -0.2011
C -2.731 2.824 -1.108  -0.2283
C -1.987 2.298 -0.060  -0.1600
C -0.588 1.260 2.856  -0.4791
C -0.862 2.625 2.979  -0.1487
C -1.307 3.166 4.175  -0.2208
C -1.476 2.350 5.285  -0.1892
C -1.183 0.999 5.190  -0.2027
C -0.740 0.463 3.989  -0.2066
H -0.978 -1.656 2.347  0.2195
H 2.355 0.045 3.062  0.2120
H 4.744 0.558 3.267  0.2199
H 5.849 2.023 1.607  0.2220
H 4.535 2.986 -0.251  0.2206
H 2.147 2.478 -0.472  0.2120
H 0.625 1.069 -1.830  0.2133
H -0.679 2.021 -3.676  0.2213
H -2.845 3.133 -3.229  0.2249
H -3.669 3.326 -0.904  0.2245
H -2.367 2.392 0.952  0.2180
H -0.719 3.288 2.132  0.2060
H -1.514 4.226 4.241  0.2233
H -1.823 2.768 6.221  0.2248
H -1.291 0.359 6.056  0.2225
H -0.490 -0.591 3.977  0.1978

---

no.,maximum force (eV/Å)
1,1.26
2,0.69